--- 1 ---
Computed, not measured: a cluster of 2 separate species, C9H14 in total, with wB97M-V/def2-TZVPD.

Computed properties:
Charge   +1
Gap between HOMO and LUMO (alpha / beta)   9.501 / 5.906 eV
E_HOMO (alpha / beta)   -14.1 / -14.1 eV
⟨S²⟩   0.77
2S+1   2

Cartesian coordinates (Å):
C  -3.313  -1.187  0.360
C  -2.964  -0.916  1.808
H  -3.344  -0.298  -0.272
H  -2.570  -1.877  -0.037
H  -4.296  -1.644  0.243
H  -2.878  -1.841  2.385
H  -3.710  -0.365  2.381
H  -1.978  -0.458  1.915
C  1.555  -0.527  -2.509
C  0.918  1.416  -1.049
C  1.660  0.190  -1.220
C  1.025  2.089  0.130
C  1.746  1.591  1.241
C  2.432  -0.305  -0.137
C  2.360  0.302  1.075
H  0.488  1.941  -1.835
H  0.481  3.012  0.285
H  0.634  -1.113  -2.516
H  2.421  -1.134  -2.738
H  2.071  2.246  2.037
H  2.978  -1.232  -0.194
H  2.871  -0.116  1.933
H  1.416  0.226  -3.286

***

--- 2 ---
Computed, not measured: a cluster of 2 separate species, C9H14 in total, with wB97M-V/def2-TZVPD.

Computed properties:
Charge   +1
Gap between HOMO and LUMO (alpha / beta)   10.142 / 6.128 eV
E_HOMO (alpha / beta)   -14.6 / -14.5 eV
⟨S²⟩   0.77
2S+1   2

Cartesian coordinates (Å):
C  -2.250  0.312  -0.441
C  1.394  1.106  -0.999
C  1.619  0.454  -2.291
C  0.107  0.894  -0.357
C  -0.909  0.174  -1.089
C  0.715  -0.486  -2.795
C  -0.564  -0.549  -2.137
H  2.323  1.659  -0.585
H  2.604  0.736  -2.823
H  -0.094  1.271  0.612
H  0.730  -1.148  -3.728
H  -2.664  -0.699  -0.254
H  -2.721  0.809  -1.246
H  -1.171  -1.265  -2.586
H  -2.109  0.840  0.487
C  -0.426  -0.701  2.547
C  1.110  -0.374  2.663
H  -0.738  -1.600  2.911
H  -0.952  0.145  2.851
H  -0.572  -0.699  1.383
H  1.633  -0.606  3.640
H  1.319  0.799  2.302
H  1.618  -1.071  1.936

***

--- 3 ---
Computed, not measured: a cluster of 2 separate species, C9H14 in total, with wB97M-V/def2-TZVPD.

Computed properties:
Charge   +1
Gap between HOMO and LUMO (alpha / beta)   9.687 / 5.937 eV
E_HOMO (alpha / beta)   -14.1 / -14.1 eV
⟨S²⟩   0.77
2S+1   2

Cartesian coordinates (Å):
C  -1.230  -3.050  0.584
C  1.321  -0.581  -0.715
C  0.669  -1.406  0.165
C  0.684  -0.187  -1.893
C  -0.576  -2.013  -0.233
C  -0.646  -0.638  -2.200
C  -1.192  -1.626  -1.454
H  2.336  -0.410  -0.422
H  1.090  -1.586  1.146
H  1.257  0.346  -2.632
H  -1.139  -0.237  -3.070
H  -0.619  -3.638  1.269
H  -1.738  -3.726  -0.098
H  -2.085  -2.132  -1.795
H  -1.944  -2.590  1.275
C  0.666  2.815  0.543
C  0.298  3.128  1.996
H  0.352  3.627  -0.114
H  1.645  2.375  0.343
H  0.063  1.973  0.175
H  -0.044  2.228  2.491
H  -0.363  3.982  2.058
H  1.195  3.345  2.579

***

Energies relative to the most stable structure, in kJ/mol: 1 0.0; 2 185.0; 3 16.3.